(1)
The following is a quantum chemistry calculation of a molecular structure, C27H33NdO2, from the OMol25 dataset.

Geometry as XYZ:
```
63
C27H33NdO2 ωB97M-V/def2-TZVPD
O 7.10 0.02 -3.12
C 8.26 -0.16 -2.24
C 9.27 0.30 -3.29
H 8.36 -1.21 -1.96
H 8.21 0.49 -1.36
C 8.01 0.41 -4.19
H 9.97 -0.48 -3.61
H 9.75 1.27 -3.08
C 8.06 -0.59 -5.32
H 8.32 -1.59 -4.96
H 8.84 -0.26 -6.04
H 7.10 -0.64 -5.85
C 7.76 1.81 -4.70
H 7.77 2.54 -3.88
H 6.80 1.87 -5.22
H 8.56 2.08 -5.41
Nd 0.12 -0.25 0.17
C -1.27 1.97 0.71
C -0.86 1.56 2.01
C 0.56 1.69 2.10
H -1.51 1.15 2.78
C 1.03 2.21 0.85
C -0.11 2.38 -0.01
H -0.09 2.80 -1.02
H -2.30 2.00 0.35
H 1.17 1.48 2.97
H 2.06 2.48 0.61
C -2.21 -0.93 -1.13
C -1.60 0.15 -1.85
C -0.39 -0.33 -2.44
H -2.02 1.15 -1.96
C -0.24 -1.71 -2.07
C -1.37 -2.08 -1.27
H -1.55 -3.05 -0.82
H -3.14 -0.88 -0.57
H 0.27 0.24 -3.09
H 0.58 -2.37 -2.37
O 2.41 -0.33 -0.52
C 3.02 0.33 -1.69
C 4.50 0.42 -1.35
H 2.55 1.32 -1.81
H 2.82 -0.29 -2.57
C 4.75 -0.71 -0.35
H 4.70 1.39 -0.89
H 5.14 0.33 -2.24
C 3.44 -0.87 0.40
H 5.59 -0.50 0.31
H 4.98 -1.63 -0.88
H 3.40 -0.27 1.32
H 3.18 -1.92 0.62
C -1.00 -1.52 1.86
C -2.13 -1.63 2.36
C -3.39 -1.82 2.97
C -3.73 -1.02 4.08
C -5.04 -1.04 4.54
C -5.99 -1.87 3.93
C -5.63 -2.71 2.87
C -4.32 -2.70 2.39
H -2.97 -0.39 4.54
H -5.32 -0.40 5.37
H -7.02 -1.88 4.30
H -6.37 -3.36 2.41
H -4.02 -3.33 1.55
```

Properties
Energy relative to the best compared isomer or geometry (same formula, charge and spin) (kcal/mol): 0.0
Total energy (Eh): -1760.4205
E_LUMO (alpha / beta) (eV): 0.2553 / 0.2566
Molar mass (u): 533.80
HOMO-LUMO gap (alpha / beta) (eV): 7.791 / 7.805
HOMO energy (alpha / beta) (eV): -7.54 / -7.55
Spin multiplicity: 4

These are the natural (NBO) partial charges, in e, on atoms 1 to 5: O -0.559; C -0.062; C -0.461; H 0.179; H 0.178


(2)
The following is a quantum chemistry calculation of a molecular structure, C23H25CuFN4O6, from the OMol25 dataset.

Geometry as XYZ:
```
60
C23H25CuFN4O6 ωB97M-V/def2-TZVPD
Cu -0.75 0.28 -3.18
O -2.10 0.52 -4.98
C -2.96 0.57 -5.87
O -4.43 1.15 -3.22
C -4.90 0.82 -4.27
O -6.23 0.55 -4.38
N -4.33 0.70 -5.58
C -6.62 0.50 -5.77
C -5.38 0.63 -6.61
H -7.33 1.31 -5.98
H -7.11 -0.46 -5.93
H -5.42 1.54 -7.25
H -5.25 -0.22 -7.29
C -2.62 0.54 -7.29
C -1.37 0.37 -7.71
H -3.44 0.63 -8.00
H -0.56 0.28 -6.99
H -1.11 0.38 -8.78
F 2.01 3.37 1.64
C 1.56 2.06 1.69
C 0.69 1.63 0.73
C 0.35 0.25 0.65
C -0.37 -0.24 -0.51
O -0.72 0.63 -1.40
C -0.53 -1.64 -0.65
C -0.09 -2.47 0.37
N 0.49 -2.02 1.53
C 0.82 -2.94 2.54
C 0.04 -4.23 2.66
C 1.45 -4.26 2.21
C 0.84 -0.65 1.62
C 1.74 -0.20 2.60
C 2.11 1.17 2.65
N 3.04 1.61 3.58
C 4.16 0.78 3.99
C 4.06 0.57 5.50
N 4.01 1.91 6.12
C 3.00 2.89 5.66
C 3.09 2.96 4.13
C -1.16 -2.25 -1.88
O -1.66 -3.37 -1.77
O -1.09 -1.56 -2.98
H 0.30 2.32 -0.01
H -0.18 -3.55 0.30
H 1.18 -2.52 3.48
H -0.16 -4.60 3.68
H -0.74 -4.42 1.91
H 1.64 -4.45 1.15
H 2.16 -4.67 2.94
H 2.17 -0.91 3.31
H 5.11 1.29 3.75
H 4.11 -0.17 3.45
H 3.15 0.04 5.78
H 4.93 0.03 5.89
H 3.93 1.81 7.14
H 4.91 2.34 5.93
H 3.22 3.86 6.11
H 2.02 2.54 5.99
H 4.05 3.43 3.85
H 2.26 3.56 3.75
```

Properties
Net charge: +1
Energy relative to the best compared isomer or geometry (same formula, charge and spin) (kcal/mol): 19.1
Total energy (Eh): -3301.9619
E_LUMO (eV): -3.3824
Molar mass (u): 536.02
HOMO-LUMO gap (eV): 5.122
HOMO energy (eV): -8.50

These are the natural (NBO) partial charges, in e, on atoms 1 to 5: Cu 0.940; O -0.630; C 0.680; O -0.532; C 0.901


(3)
The following is a quantum chemistry calculation of a molecular structure, C15H20CoN6O5Se, from the OMol25 dataset.

Geometry as XYZ:
```
48
C15H20CoN6O5Se ωB97M-V/def2-TZVPD
Co -1.33 -0.41 -0.58
O 1.47 2.48 -0.75
C 0.46 1.87 -0.44
O -0.13 1.02 -1.25
C -0.24 2.12 0.89
C -1.76 2.28 0.70
C -2.38 2.96 1.91
C -2.33 1.83 2.97
C -1.69 0.70 2.18
O -2.23 0.91 0.84
C -0.20 0.96 1.96
C 0.55 -0.28 1.49
O 1.73 -0.42 1.69
O -0.20 -1.15 0.83
H 0.21 3.03 1.30
H -2.07 2.66 -0.27
H -3.41 3.26 1.70
H -1.82 3.85 2.20
H -3.33 1.55 3.30
H -1.75 2.09 3.85
H -1.93 -0.31 2.51
H 0.30 1.31 2.86
C 3.19 -0.93 -1.40
N 2.24 -0.75 -2.51
C 2.43 0.07 -3.59
C 1.33 -0.05 -4.37
N 0.48 -0.92 -3.75
C -0.83 -1.33 -4.25
C 1.04 -1.33 -2.60
Se 0.26 -2.48 -1.33
H 4.09 -0.37 -1.65
H 3.42 -1.98 -1.29
H 2.77 -0.54 -0.48
H 3.32 0.65 -3.71
H 1.10 0.40 -5.32
H -1.12 -0.66 -5.05
H -1.56 -1.27 -3.45
H -0.78 -2.35 -4.63
N -0.81 2.36 -3.42
C -2.04 2.57 -3.90
N -2.26 3.60 -4.72
N -3.08 1.78 -3.63
C -2.88 0.83 -2.79
N -2.68 -0.02 -2.02
H -0.07 3.02 -3.60
H -0.60 1.61 -2.76
H -1.55 4.26 -4.97
H -3.20 3.75 -5.05
```

Properties
Net charge: +1
Total energy (Eh): -5072.3982
E_LUMO (alpha / beta) (eV): -2.1887 / -5.6569
Molar mass (u): 502.25
HOMO-LUMO gap (alpha / beta) (eV): 9.780 / 6.555
HOMO energy (alpha / beta) (eV): -11.97 / -12.21
Spin multiplicity: 5

These are the natural (NBO) partial charges, in e, on atoms 1 to 5: Co 1.502; O -0.618; C 0.795; O -0.935; C -0.348


(4)
The following is a quantum chemistry calculation of 6 unconnected molecules or ions with the total composition C12H26NO10, from the OMol25 dataset.

Geometry as XYZ:
```
49
C12H26NO10 ωB97M-V/def2-TZVPD
O 0.03 -0.17 -1.31
H -0.92 -0.24 -1.44
H 0.31 -0.69 -0.56
H 0.23 0.76 -1.14
C -4.27 1.13 0.05
C -3.01 0.77 -0.61
C -3.14 0.04 -1.95
O -2.18 -0.54 -2.44
C -4.51 -0.02 -2.59
C -5.59 0.41 -1.93
C -5.51 0.94 -0.54
O -6.56 1.25 0.18
O -6.74 0.40 -2.63
O -1.94 0.98 0.01
H -4.12 1.31 1.10
H -4.54 -0.37 -3.61
O -0.10 -2.28 0.35
H 0.74 -2.73 0.35
H -0.51 -2.53 1.17
O 0.69 2.30 -1.39
H 0.69 2.94 -0.68
H 0.88 2.81 -2.17
O -0.05 -1.26 -4.39
H -0.96 -1.25 -4.10
H 0.32 -2.06 -4.00
C 3.09 -1.52 -2.35
O 2.36 -2.00 -1.28
C 3.04 -1.97 -0.02
C 2.90 -0.63 0.75
N 1.58 -0.22 1.18
C 1.44 1.10 1.69
C 1.71 1.31 3.19
O 0.49 1.57 3.87
C 0.74 1.41 5.20
H 3.89 -2.26 -2.36
H 3.36 -0.49 -2.11
H 2.57 -1.73 -3.28
H 4.06 -2.34 0.01
H 2.47 -2.70 0.54
H 3.13 0.10 -0.03
H 3.51 -0.63 1.66
H 1.07 -0.85 1.78
H 0.48 1.49 1.34
H 2.04 1.76 1.06
H 2.34 2.19 3.30
H 2.24 0.41 3.50
H 1.38 2.25 5.48
H 1.14 0.46 5.53
H -0.26 1.41 5.64
```

Properties
Net charge: -2
Total energy (Eh): -1279.7784
E_LUMO (alpha / beta) (eV): 4.0777 / 4.1392
Molar mass (u): 344.34
HOMO-LUMO gap (alpha / beta) (eV): 2.078 / 5.056
HOMO energy (alpha / beta) (eV): 2.00 / -0.92
Spin multiplicity: 2

These are the natural (NBO) partial charges, in e, on atoms 1 to 5: O -0.819; H 0.544; H 0.561; H 0.535; C -0.505


(5)
The following is a quantum chemistry calculation of 13 unconnected molecules or ions with the total composition C69H165BN11O29, from the OMol25 dataset.

Geometry as XYZ:
```
275
C69H165BN11O29 ωB97M-V/def2-TZVPD
O -3.04 -0.85 4.85
C -2.04 -1.18 4.22
O -1.75 -0.85 3.01
B -0.37 -1.27 2.64
O 0.02 -2.18 3.74
C -0.87 -2.07 4.71
O -0.67 -2.53 5.81
O 0.55 -0.10 2.61
C 1.09 0.02 1.36
O 2.01 0.77 0.98
C 0.44 -1.07 0.49
O -0.35 -1.77 1.26
O 0.75 -1.35 -0.63
C -1.61 -8.96 -6.68
C -1.77 -7.51 -6.38
C -0.52 -6.68 -6.56
O -2.87 -6.93 -7.05
H -2.47 -9.54 -6.35
H -0.73 -9.38 -6.19
H -1.50 -9.09 -7.76
H -2.05 -7.48 -5.33
H -0.18 -6.44 -7.57
H 0.34 -7.11 -6.04
H -0.64 -5.71 -6.10
H -2.90 -6.01 -6.75
C 5.34 1.90 -7.93
O 4.97 2.37 -9.24
C 6.10 2.28 -10.07
C 5.74 2.65 -11.51
N 4.93 3.87 -11.66
C 4.36 4.00 -13.00
C 5.47 4.08 -14.11
O 6.37 5.11 -13.85
C 7.43 5.15 -14.80
H 5.56 0.83 -7.95
H 4.52 2.04 -7.22
H 6.19 2.49 -7.59
H 6.50 1.27 -10.08
H 6.88 2.91 -9.64
H 5.26 1.83 -12.03
H 6.65 2.88 -12.08
H 5.65 4.57 -11.77
H 3.72 4.88 -13.07
H 3.66 3.19 -13.21
H 4.98 4.40 -15.03
H 6.07 3.18 -14.28
H 7.91 6.13 -14.74
H 7.12 5.06 -15.84
H 8.19 4.45 -14.47
C -14.44 1.65 0.06
O -13.01 1.58 0.31
C -12.61 2.53 1.30
C -11.05 2.49 1.32
N -10.48 1.31 1.93
C -8.98 1.30 1.93
C -8.33 1.56 0.51
O -8.40 2.94 0.10
C -7.64 3.22 -1.07
H -14.67 0.93 -0.73
H -14.66 2.68 -0.19
H -15.03 1.48 0.96
H -13.10 2.30 2.25
H -12.96 3.53 1.06
H -10.76 3.35 1.92
H -10.67 2.64 0.31
H -10.85 0.55 1.37
H -8.65 0.29 2.14
H -8.54 1.95 2.69
H -8.93 0.96 -0.17
H -7.32 1.15 0.40
H -7.99 2.74 -1.98
H -6.59 3.04 -0.86
H -7.75 4.25 -1.40
C -13.10 -2.55 -5.58
O -12.10 -3.34 -4.90
C -11.77 -4.57 -5.57
C -10.97 -4.40 -6.92
N -9.51 -4.08 -6.71
C -9.27 -3.02 -5.71
C -7.93 -2.20 -5.91
O -6.69 -2.84 -5.56
C -6.43 -2.92 -4.12
H -12.90 -2.37 -6.64
H -13.00 -1.60 -5.06
H -14.08 -3.01 -5.44
H -12.70 -5.14 -5.66
H -11.23 -5.26 -4.92
H -11.38 -3.64 -7.59
H -10.97 -5.32 -7.51
H -8.87 -4.87 -6.75
H -9.28 -3.47 -4.72
H -10.11 -2.33 -5.72
H -8.02 -1.29 -5.32
H -7.82 -1.83 -6.92
H -7.27 -3.48 -3.71
H -6.47 -1.96 -3.61
H -5.45 -3.35 -3.91
C 3.90 7.84 5.87
O 5.26 8.30 5.84
C 5.89 8.35 4.58
C 6.06 7.01 3.78
N 6.96 6.16 4.52
C 6.75 4.74 4.22
C 5.46 4.25 4.91
O 5.61 4.47 6.33
C 4.43 4.14 7.12
H 3.81 6.76 5.83
H 3.26 8.22 5.08
H 3.51 8.21 6.82
H 6.86 8.86 4.62
H 5.37 9.01 3.89
H 6.40 7.07 2.75
H 5.09 6.54 3.65
H 6.55 6.32 5.42
H 7.58 4.19 4.65
H 6.66 4.51 3.16
H 5.51 3.18 4.72
H 4.54 4.69 4.53
H 4.69 4.10 8.18
H 4.02 3.18 6.83
H 3.65 4.89 7.00
C -1.31 6.40 4.09
O -1.10 7.40 3.09
C -0.51 6.74 1.89
C -0.14 7.88 0.92
N -1.41 8.33 0.30
C -1.17 9.37 -0.69
C -0.67 10.70 -0.04
O 0.76 10.55 0.04
C 1.45 11.82 0.29
H -0.49 5.73 4.34
H -2.27 5.91 3.92
H -1.46 6.93 5.03
H -1.16 5.99 1.43
H 0.45 6.32 2.17
H 0.54 7.58 0.12
H 0.29 8.64 1.58
H -2.09 8.68 0.96
H -2.18 9.46 -1.10
H -0.51 8.97 -1.45
H -1.11 10.94 0.93
H -0.98 11.51 -0.69
H 2.51 11.61 0.47
H 0.99 12.51 1.01
H 1.38 12.41 -0.62
C -3.68 -9.94 10.43
O -4.07 -9.11 9.39
C -4.89 -8.00 9.81
C -5.48 -7.14 8.59
N -6.28 -8.05 7.78
C -7.06 -7.34 6.77
C -6.20 -6.64 5.76
O -5.45 -7.53 5.00
C -4.91 -6.98 3.84
H -2.99 -9.38 11.06
H -3.02 -10.71 10.01
H -4.46 -10.39 11.05
H -4.19 -7.42 10.42
H -5.62 -8.45 10.48
H -4.67 -6.63 8.07
H -6.14 -6.42 9.07
H -5.63 -8.74 7.44
H -7.71 -6.63 7.29
H -7.64 -8.07 6.20
H -5.59 -5.90 6.29
H -6.81 -5.94 5.19
H -4.45 -7.79 3.27
H -4.12 -6.24 3.97
H -5.60 -6.44 3.20
C -0.51 2.92 -5.95
O -0.20 1.97 -6.97
C -1.30 1.03 -7.07
C -0.75 -0.08 -8.04
N -0.24 0.52 -9.31
C 0.32 -0.52 -10.16
C -0.78 -1.47 -10.66
O -1.85 -0.64 -11.01
C -3.03 -1.38 -11.35
H -0.77 2.40 -5.03
H -1.42 3.49 -6.10
H 0.32 3.58 -5.73
H -2.16 1.46 -7.58
H -1.66 0.62 -6.13
H -1.56 -0.76 -8.31
H 0.02 -0.67 -7.54
H -1.08 0.67 -9.85
H 1.16 -1.02 -9.67
H 0.75 0.01 -11.01
H -1.02 -2.19 -9.88
H -0.26 -2.09 -11.41
H -3.75 -0.67 -11.77
H -3.36 -1.75 -10.38
H -2.85 -2.17 -12.08
C 6.35 -1.27 14.04
O 5.08 -1.28 14.64
C 4.20 -0.52 13.83
C 2.86 -0.31 14.56
N 1.99 0.59 13.84
C 1.27 -0.03 12.70
C 0.24 0.91 12.07
O -0.95 0.93 12.84
C -1.92 -0.06 12.56
H 6.33 -1.62 13.00
H 6.96 -2.02 14.54
H 6.99 -0.40 14.18
H 4.06 -1.05 12.89
H 4.51 0.48 13.54
H 3.04 0.11 15.54
H 2.32 -1.22 14.81
H 1.27 0.90 14.48
H 0.82 -0.98 12.98
H 2.06 -0.31 12.00
H -0.05 0.79 11.03
H 0.72 1.88 11.90
H -2.23 0.01 11.52
H -2.78 0.14 13.21
H -1.61 -1.10 12.70
C 11.39 -7.17 -1.90
O 10.54 -6.27 -1.20
C 9.61 -5.55 -1.99
C 8.54 -4.84 -1.27
N 9.00 -3.69 -0.57
C 7.97 -3.09 0.19
C 7.51 -3.88 1.43
O 8.61 -4.17 2.27
C 8.16 -4.80 3.50
H 12.13 -7.58 -1.22
H 11.96 -6.69 -2.70
H 10.80 -8.00 -2.29
H 9.06 -6.30 -2.56
H 10.17 -4.99 -2.73
H 8.04 -5.47 -0.54
H 7.79 -4.58 -2.02
H 9.55 -4.16 0.13
H 7.11 -2.89 -0.44
H 8.36 -2.17 0.62
H 6.93 -4.74 1.09
H 6.82 -3.23 1.97
H 7.54 -4.15 4.10
H 9.02 -4.99 4.15
H 7.56 -5.71 3.50
C 0.10 -8.46 5.16
C 0.92 -9.01 3.99
C 1.27 -7.83 3.03
O 1.70 -8.35 1.76
C 1.35 -7.54 0.71
N 2.05 -9.75 4.44
H -0.81 -8.01 4.76
H 0.69 -7.67 5.61
H -0.02 -9.17 5.98
H 0.30 -9.68 3.39
H 2.08 -7.18 3.36
H 0.45 -7.12 2.93
H 0.27 -7.48 0.56
H 1.83 -7.97 -0.17
H 1.75 -6.53 0.80
H 1.58 -10.13 5.25
H 2.62 -9.09 4.95
C 6.29 7.01 -2.47
C 6.47 8.51 -2.87
C 7.68 8.66 -3.76
O 8.82 8.05 -3.09
C 9.47 8.84 -2.14
N 5.21 8.93 -3.41
H 7.26 6.58 -2.24
H 6.07 6.47 -3.40
H 5.55 6.77 -1.71
H 6.62 8.95 -1.88
H 7.71 9.72 -4.00
H 7.56 8.15 -4.72
H 8.86 9.46 -1.49
H 10.05 9.54 -2.75
H 10.00 8.18 -1.45
H 5.31 9.82 -3.88
H 4.53 9.21 -2.72
```

Properties
Net charge: -1
Total energy (Eh): -5536.6789
E_LUMO (eV): 1.5265
Molar mass (u): 1623.94
HOMO-LUMO gap (eV): 8.766
HOMO energy (eV): -7.24

These are the Löwdin partial charges, in e, on atoms 1 to 5: O 0.106; C -0.409; O 0.236; B -0.834; O 0.224